# 1
This record from the OMol25 dataset describes 2 unconnected molecules or ions with the total composition C5H10O2. The level of theory is ωB97M-V/def2-TZVPD.

Summary:
frontier orbital gap: 0.35989 Eh
LUMO energy: 0.98 eV
energy above the lowest of the compared OMol25 structures with the same formula, charge and spin: 102.02 kcal per mole
structure (SMILES): CO[C@H]1C/C1=C/O.[H][H]
total charge: 0
spin multiplicity: 1

Structure (XYZ):
```
17
Properties=species:S:1:pos:R:3:forces:R:3:nbo_charge:R:1
C 2.5994 0.3506 -0.0068 0.305 -0.014 0.094 -0.25
O 1.3072 0.5066 -0.5421 -0.042 0.079 -0.011 -0.53
C 0.3571 -0.3400 0.0235 -0.122 -0.164 -0.085 0.06
C -0.2310 -0.0545 1.4093 -0.009 0.064 0.215 -0.44
C -0.9754 0.2270 0.1760 -0.136 0.230 -0.181 -0.18
C -1.8880 0.9177 -0.4845 0.057 -0.108 0.409 0.18
O -1.8763 1.0944 -1.8298 0.185 -0.093 -0.144 -0.67
H 2.9837 -0.6692 -0.1545 -0.073 0.120 0.010 0.17
H 2.6136 0.5822 1.0674 0.014 -0.047 -0.137 0.17
H 3.2426 1.0567 -0.5368 -0.036 -0.127 0.114 0.19
H 0.4792 -1.3979 -0.2359 -0.040 0.206 0.023 0.19
H -0.4942 -0.9175 2.0215 0.045 0.141 -0.135 0.22
H 0.1621 0.7953 1.9649 -0.045 -0.105 -0.095 0.22
H -2.2677 -2.5286 -0.3678 -0.031 -0.032 -0.016 -0.02
H -2.2426 -1.7846 -0.3275 -0.019 -0.147 -0.003 0.01
H -2.7452 1.3952 -0.0200 0.121 -0.064 -0.021 0.19
H -1.0246 0.7667 -2.1568 -0.175 0.062 -0.034 0.48
```
Forces are in eV/Å.

***

# 2
This record from the OMol25 dataset describes a molecular structure, C25H61BrGaIN3O5. The level of theory is ωB97M-V/def2-TZVPD.

Summary:
frontier orbital gap: 0.25115 Eh
LUMO energy: 2.13 eV
total charge: -1
spin multiplicity: 1

Structure (XYZ):
```
97
Properties=species:S:1:pos:R:3:forces:R:3:lowdin_charge:R:1
C 0.7635 -2.1150 0.3822 0.187 -0.389 0.142 -0.07
C -0.4299 -3.0566 0.3769 0.195 0.072 -0.386 -0.29
O -1.5699 -2.2840 0.1449 -0.165 0.062 0.215 -0.17
C -2.8237 -2.9373 0.3584 -0.436 0.536 0.071 -0.29
C -3.8367 -1.9055 0.8431 -0.236 0.222 -0.612 -0.19
Ga -5.3506 -1.4697 -0.4916 -0.200 -0.036 0.230 0.38
C -6.8645 -0.6258 0.6111 0.469 -0.492 0.038 -0.24
C -6.4161 -0.1433 1.9983 -0.524 0.456 -0.578 -0.29
C -6.6032 -1.2172 3.0220 0.124 -0.003 0.416 -0.30
O -5.9244 -0.8878 4.2503 -0.459 -0.159 0.334 -0.09
C -5.9103 -3.1916 -1.4709 -0.100 0.679 0.294 -0.29
C -7.3731 -3.3988 -1.7986 0.549 -0.746 0.350 -0.80
C -8.1760 -3.9941 -0.6449 -0.440 0.306 -0.574 -0.17
Br -8.3295 -1.7924 -2.4160 -0.060 0.110 -0.219 0.62
C -4.3663 -0.1582 -1.7556 -0.325 -0.295 0.710 -0.75
I -4.9239 -0.2138 -3.8467 0.137 0.033 -0.022 0.69
C -4.3232 1.2752 -1.2500 -0.016 -0.009 -0.908 -0.42
C -5.6536 2.0371 -1.3346 0.594 -0.134 0.126 -0.14
H 1.5504 -2.4598 -0.2769 0.249 -0.077 -0.164 0.07
H 0.4728 -1.1256 0.0571 -0.167 0.113 -0.123 0.04
H 1.1750 -2.0488 1.3810 0.211 0.271 0.189 0.07
H -0.3059 -3.8265 -0.3925 -0.092 -0.119 -0.133 0.11
H -0.4851 -3.5744 1.3347 -0.215 -0.125 0.223 0.11
H -3.1544 -3.3850 -0.5808 0.196 -0.249 -0.178 0.10
H -2.7256 -3.7230 1.1037 0.265 -0.341 0.103 0.10
H -3.2875 -0.9702 0.9273 0.134 0.271 0.133 0.04
H -4.1978 -2.1243 1.8418 -0.011 -0.164 0.227 0.03
H -7.4163 0.1446 0.0884 -0.050 0.200 -0.181 0.02
H -7.5817 -1.4272 0.7908 -0.288 -0.141 -0.137 0.02
H -5.3973 0.2314 2.0103 0.290 -0.034 0.079 0.09
H -7.0705 0.6764 2.2932 0.120 0.383 0.228 0.10
H -6.2592 -2.1788 2.6497 0.244 -0.183 -0.020 0.10
H -7.6685 -1.3156 3.2186 -0.258 -0.118 0.005 0.11
H -6.5745 -0.9812 4.9619 0.437 0.042 -0.268 0.07
H -5.2935 -3.2958 -2.3591 0.028 0.066 -0.273 0.04
H -5.6491 -4.0181 -0.8141 0.190 -0.210 0.164 0.04
H -7.4454 -4.0844 -2.6301 -0.251 0.032 -0.461 0.06
H -8.6140 -3.2006 -0.0543 0.132 0.030 0.469 0.04
H -9.0065 -4.5529 -1.0638 -0.272 -0.158 0.011 0.06
H -7.5799 -4.6736 -0.0499 0.210 -0.018 0.217 0.07
H -3.3396 -0.5044 -1.7449 0.276 -0.267 -0.308 0.00
H -3.5872 1.7974 -1.8591 0.247 0.363 0.079 0.07
H -3.9080 1.2365 -0.2446 -0.162 -0.014 0.337 0.08
H -5.8882 2.5109 -0.3882 -0.258 0.079 0.157 0.06
H -5.5744 2.8001 -2.0964 -0.093 0.312 -0.175 0.06
H -6.4469 1.3702 -1.6384 -0.343 -0.177 0.125 0.03
C 5.0590 2.0752 1.3858 0.362 0.010 -0.072 -0.05
C 4.0945 1.1606 0.6370 0.237 -0.471 0.021 -0.37
C 2.8213 0.8194 1.4209 5.882 -5.655 2.087 -0.32
O 3.0021 -0.1521 2.4378 0.961 -1.277 0.888 -0.15
C 3.4747 0.3456 3.6729 -0.106 -0.449 -0.343 -0.10
N 4.8186 -0.0434 0.2127 0.111 -0.104 -0.332 0.05
H 5.5950 1.5455 2.1738 -0.081 -0.044 0.025 0.07
H 5.8089 2.4721 0.7010 0.015 -0.020 -0.003 0.07
H 4.5299 2.9176 1.8369 0.684 -0.019 0.103 0.07
H 3.7759 1.6926 -0.2641 -0.034 -0.009 -0.130 0.15
H 2.1043 0.3804 0.7248 1.704 -2.463 0.136 0.13
H 2.3509 1.7218 1.8297 5.895 -6.151 4.698 -0.05
H 3.0732 1.3411 3.8844 0.019 0.121 -0.021 0.09
H 4.5673 0.3776 3.7016 0.050 0.149 0.100 0.07
H 3.1378 -0.3376 4.4529 -0.013 -0.015 0.029 0.08
H 4.2070 -0.6098 -0.3701 -0.028 0.075 0.008 0.08
H 4.9704 -0.6172 1.0385 -0.011 0.055 0.048 0.07
C -0.9906 3.8593 0.5428 -0.084 0.037 0.067 -0.06
C -0.8706 2.3613 0.2839 0.036 0.133 -0.109 -0.41
C 0.0680 1.6328 1.2588 -1.081 0.065 -0.280 -0.12
O 1.4552 1.8111 1.0043 -12.004 9.362 -5.739 -0.27
C 2.0196 2.9898 1.5400 -1.463 5.664 -1.052 -0.09
N -0.4893 2.1499 -1.1146 0.129 -0.214 0.211 0.06
H -0.1071 4.4054 0.2090 0.042 -0.047 0.001 0.06
H -1.8432 4.2633 -0.0026 0.016 -0.054 -0.038 0.08
H -1.1419 4.0658 1.6048 0.015 0.000 0.006 0.08
H -1.8629 1.9265 0.4252 0.003 -0.089 0.000 0.12
H -0.1082 0.5590 1.1551 0.152 -0.043 -0.034 0.12
H -0.1618 1.8946 2.3000 0.136 0.075 -0.046 0.14
H 1.5652 3.2527 2.5001 -0.038 0.071 -0.034 0.13
H 1.9238 3.8307 0.8482 -0.293 -0.011 0.038 0.12
H 3.0837 2.8048 1.6976 -0.999 1.170 -0.132 0.05
H -0.5135 1.1546 -1.3220 -0.205 0.015 -0.089 0.08
H 0.4914 2.4030 -1.2086 -0.020 0.112 -0.065 0.07
C 9.8622 1.1559 -1.5656 0.114 -0.047 0.093 -0.08
C 8.5505 0.3771 -1.5196 0.072 0.252 -0.159 -0.43
C 8.3885 -0.6225 -2.6746 -0.140 -0.168 0.166 -0.21
O 8.0368 -0.0428 -3.9173 0.158 -0.021 -0.056 -0.19
C 9.1158 0.4644 -4.6759 -0.190 0.052 -0.039 -0.11
N 7.4359 1.3204 -1.4385 -0.125 -0.161 -0.182 0.05
H 9.8500 1.9310 -2.3318 -0.042 -0.018 -0.045 0.06
H 10.0355 1.6522 -0.6108 -0.050 0.019 -0.001 0.07
H 10.7100 0.4945 -1.7601 -0.004 0.008 -0.022 0.07
H 8.5523 -0.2096 -0.5960 -0.051 -0.077 -0.029 0.13
H 7.5626 -1.2931 -2.4250 -0.039 0.049 -0.035 0.12
H 9.2859 -1.2463 -2.7883 0.060 0.070 -0.001 0.12
H 10.0154 -0.1467 -4.5542 0.031 0.017 0.042 0.09
H 9.3390 1.5013 -4.4118 0.121 -0.022 0.016 0.07
H 8.8196 0.4418 -5.7248 -0.025 -0.027 0.011 0.09
H 6.5717 0.7986 -1.2941 0.000 0.068 0.307 0.04
H 7.3296 1.7514 -2.3538 0.058 0.044 0.036 0.07
```
Forces are in eV/Å.

***

# 3
This record from the OMol25 dataset describes a single C10H20N2O4 molecule. The level of theory is ωB97M-V/def2-TZVPD.

Summary:
frontier orbital gap: 0.35819 Eh
LUMO energy: 0.44 eV
energy above the lowest of the compared OMol25 structures with the same formula, charge and spin: 30.61 kcal per mole
structure (SMILES): CC[C@H](C)[C@H](NC(=O)[C@@H](N)[C@@H](C)O)C(=O)O
total charge: 0
spin multiplicity: 1

Structure (XYZ):
```
36
Properties=species:S:1:pos:R:3:forces:R:3:nbo_charge:R:1
C 2.3505 -0.6589 0.4497 0.207 2.823 0.271 -0.16
C 0.9120 -0.5121 -0.0767 -0.530 -0.088 0.056 0.68
C 3.2100 0.1319 -0.5414 0.700 0.725 -0.531 0.09
C 3.0208 1.6617 -0.5261 1.258 -0.269 0.708 -0.62
C -1.4017 -1.1821 0.7093 -0.422 0.136 0.207 -0.15
C -1.6012 -2.1372 -0.4430 -0.500 0.108 -0.367 0.80
C -2.2626 0.0788 0.5162 0.007 0.106 -0.126 -0.22
C -2.1056 0.9307 1.7493 0.031 -0.682 0.663 -0.61
C -1.8998 0.9205 -0.7304 -1.609 -0.635 -0.384 -0.40
C -2.8418 2.0929 -0.9803 -0.168 0.185 1.034 -0.60
H 2.5186 -2.3949 -0.4650 -0.107 -0.466 -0.137 0.37
H 2.0981 -2.5228 1.1372 0.758 0.181 -0.883 0.37
H 2.5605 -0.1744 1.4869 -0.716 -0.874 -1.499 0.20
H 3.0285 -0.2117 -1.5632 -0.422 -0.179 0.036 0.17
H 4.7367 -1.0351 -0.1390 -0.358 1.430 -0.145 0.48
H 3.3057 2.0498 0.4679 -0.133 -0.217 -0.212 0.20
H 2.0127 1.9366 -0.7114 -0.878 0.304 -0.390 0.21
H 3.7183 2.1687 -1.2328 -0.642 -0.614 0.280 0.23
H 0.3257 -0.6887 1.8225 -0.357 -0.538 -0.668 0.40
H -1.7828 -1.7309 1.6340 0.587 0.644 -1.025 0.24
H -3.2697 -0.3326 0.4755 -0.275 0.465 -0.213 0.22
H -2.6190 1.8672 1.6970 -0.564 0.412 0.042 0.22
H -1.0656 1.1700 1.8706 0.670 0.263 0.122 0.19
H -2.4033 0.3674 2.6465 -0.118 0.309 -0.115 0.20
H -0.8985 1.2369 -0.6247 0.980 0.639 0.109 0.21
H -1.9292 0.3562 -1.6649 0.159 -0.401 0.360 0.22
H -3.9015 1.7950 -0.9576 0.322 0.011 -0.162 0.20
H -2.7143 2.8756 -0.2302 -0.104 0.019 0.097 0.19
H -2.6085 2.5687 -1.9147 -0.027 0.079 -0.593 0.21
H -2.7823 -2.5084 -1.8273 -0.209 0.460 0.558 0.50
N 2.7178 -2.0355 0.4579 -0.245 -0.992 0.956 -0.82
N 0.0036 -0.9147 0.8738 0.658 0.342 1.196 -0.64
O 0.6406 -0.2125 -1.2301 0.226 -0.775 0.815 -0.61
O 4.5744 -0.0609 -0.2803 1.165 -1.607 0.631 -0.73
O -0.8691 -3.0197 -0.7840 0.195 -0.090 0.042 -0.58
O -2.7782 -1.8757 -1.0712 0.462 -1.216 -0.735 -0.69
```
Forces are in eV/Å.